Entry 1:
A molecular structure, C37H49AlClNO3PSSi, computed with wB97M-V/def2-TZVPD.

total charge	+1
frontier orbital gap	8.80	eV
relative energy (zero: lowest compared OMol25 entry of this formula, charge and spin)	97.33	kJ/mol
LUMO energy	-2.295	eV
DFT total energy	-93921.4274	eV

Each line ends with the Löwdin charge.
CARTESIAN COORDINATES (ANGSTROEM)
Al1 0.56 -0.30 -1.12  -0.1074
N1 -0.89 -1.67 -1.98  0.0580
C1 -1.78 -1.36 -3.06  -0.2761
C2 -2.19 -2.33 -3.96  -0.0120
C3 -3.10 -2.01 -4.95  -0.0504
C4 -3.61 -0.72 -5.04  -0.0560
C5 -3.17 0.26 -4.16  -0.0744
C6 -2.23 -0.05 -3.18  -0.2946
P1 -1.35 1.19 -2.17  1.0885
C7 -2.49 1.79 -0.89  -0.3793
C8 -3.85 1.51 -0.88  -0.0639
C9 -4.64 1.99 0.17  -0.0621
C10 -4.06 2.73 1.19  -0.0627
C11 -2.70 3.02 1.17  -0.0652
C12 -1.92 2.54 0.14  -0.1509
C13 -1.16 2.59 -3.33  -0.3498
C14 -1.37 3.90 -2.91  -0.0680
C15 -1.21 4.95 -3.80  -0.0608
C16 -0.82 4.70 -5.11  -0.0652
C17 -0.59 3.39 -5.52  -0.0654
C18 -0.75 2.34 -4.64  -0.1176
H1 -1.39 -1.63 -1.09  0.0607
H2 -0.53 -2.62 -2.07  0.1251
H3 -1.81 -3.35 -3.88  0.1212
H4 -3.42 -2.76 -5.66  0.1154
H5 -4.35 -0.47 -5.79  0.1142
H6 -3.54 1.27 -4.26  0.1228
H7 -4.31 0.92 -1.66  0.1026
H8 -5.70 1.78 0.18  0.1108
H9 -4.67 3.09 2.01  0.1118
H10 -2.25 3.59 1.97  0.1129
H11 -0.85 2.73 0.12  0.0953
H12 -1.68 4.10 -1.89  0.0979
H13 -1.38 5.96 -3.47  0.1122
H14 -0.71 5.52 -5.81  0.1115
H15 -0.29 3.19 -6.55  0.1114
H16 -0.56 1.33 -4.97  0.0975
C19 2.10 2.72 4.05  -0.0197
C20 2.33 1.58 3.06  -0.6245
C21 3.64 0.87 3.36  -0.0197
C22 2.31 2.10 1.62  -0.0266
O1 1.22 0.69 3.25  -0.1331
Si1 0.74 -0.75 2.68  -0.0489
S1 -0.38 -0.40 0.85  0.6008
O2 -0.32 -1.40 3.69  -0.1426
C23 -1.31 -0.88 4.60  -0.6250
C24 -2.27 -2.03 4.87  -0.0214
C25 -0.60 -0.46 5.89  -0.0149
C26 -2.04 0.30 3.98  -0.0408
O3 1.91 -1.77 2.27  -0.1376
C27 2.45 -3.06 2.67  -0.6171
C28 3.75 -2.81 3.43  -0.0246
C29 2.73 -3.80 1.37  -0.0288
C30 1.47 -3.85 3.53  -0.0269
H17 2.90 3.46 3.97  0.0932
H18 2.08 2.33 5.06  0.0896
H19 1.14 3.20 3.84  0.0873
H20 4.48 1.56 3.28  0.0958
H21 3.78 0.05 2.65  0.0702
H22 3.62 0.45 4.36  0.0959
H23 3.18 2.74 1.44  0.0974
H24 1.40 2.65 1.43  0.0819
H25 2.36 1.25 0.94  0.0557
H26 -1.72 -2.88 5.28  0.0881
H27 -2.75 -2.34 3.94  0.0896
H28 -3.04 -1.73 5.58  0.0920
H29 -0.09 -1.31 6.33  0.0909
H30 -1.33 -0.07 6.60  0.0935
H31 0.14 0.32 5.66  0.0762
H32 -2.50 0.00 3.03  0.0735
H33 -1.33 1.11 3.78  0.0753
H34 -2.82 0.67 4.65  0.0950
H35 4.43 -2.22 2.83  0.0841
H36 4.23 -3.76 3.67  0.0935
H37 3.54 -2.27 4.36  0.0900
H38 3.43 -3.24 0.76  0.0834
H39 1.80 -3.92 0.81  0.0847
H40 3.15 -4.79 1.58  0.0935
H41 1.24 -3.30 4.44  0.0813
H42 1.92 -4.80 3.80  0.0960
H43 0.54 -4.02 2.99  0.0945
Cl1 1.94 1.22 -2.55  0.8637
C31 2.01 -0.11 -3.67  -0.5471
C32 1.93 0.09 -5.03  -0.0938
C33 1.92 -1.01 -5.86  -0.0688
C34 2.01 -2.29 -5.32  -0.0624
C35 2.12 -2.47 -3.95  -0.0319
C36 2.13 -1.38 -3.08  -0.3381
C37 2.12 -1.47 -1.60  -0.1888
H44 1.86 1.09 -5.44  0.1099
H45 1.86 -0.88 -6.94  0.1115
H46 2.00 -3.15 -5.97  0.1114
H47 2.21 -3.47 -3.54  0.1199
H48 3.00 -0.96 -1.18  0.0749
H49 2.18 -2.50 -1.26  0.0610

Entry 2:
A molecular structure, C37H49As3F5OSb2W, computed with wB97M-V/def2-TZVPD.

total charge	+3
frontier orbital gap	4.55	eV
relative energy (zero: lowest compared OMol25 entry of this formula, charge and spin)	185.14	kJ/mol
LUMO energy	-10.841	eV
DFT total energy	-252187.1801	eV

Each line ends with the Löwdin charge.
CARTESIAN COORDINATES (ANGSTROEM)
W1 0.08 0.04 0.14  0.5399
C1 2.12 -0.01 3.49  -0.2287
As1 1.43 -1.10 2.00  1.0951
C2 1.10 -2.72 3.08  -0.2176
C3 3.08 -1.65 1.07  -0.4308
C4 4.30 -1.77 1.74  -0.0837
C5 5.42 -2.26 1.09  -0.0288
C6 5.33 -2.67 -0.22  -0.0310
C7 4.12 -2.56 -0.90  -0.0923
C8 3.01 -2.01 -0.28  -0.4599
As2 1.25 -1.90 -1.19  1.0206
C9 0.87 -3.81 -0.84  -0.2373
C10 1.63 -2.18 -3.13  -0.2281
H1 2.85 -0.60 4.05  0.0497
H2 1.31 0.23 4.17  0.0461
H3 2.60 0.91 3.14  0.0450
H4 2.03 -2.98 3.59  0.0545
H5 0.76 -3.58 2.50  0.0265
H6 0.34 -2.50 3.84  0.0498
H7 4.38 -1.47 2.78  0.1065
H8 6.36 -2.34 1.62  0.1283
H9 6.18 -3.09 -0.73  0.1293
H10 4.04 -2.92 -1.92  0.1068
H11 1.70 -4.38 -1.26  0.0589
H12 -0.06 -4.17 -1.30  0.0326
H13 0.84 -4.01 0.24  0.0190
H14 2.69 -2.08 -3.37  0.0318
H15 1.07 -1.47 -3.75  0.0314
H16 1.31 -3.19 -3.40  0.0500
C11 4.39 1.17 -0.37  -0.2208
Sb1 2.30 1.40 -0.83  1.3212
C12 2.45 1.13 -2.95  -0.2402
C13 2.23 3.59 -0.77  -0.2450
C14 1.83 4.16 -2.08  -0.3135
C15 2.82 4.45 -3.02  -0.0563
C16 2.49 4.99 -4.25  -0.0372
C17 1.16 5.23 -4.57  -0.0334
C18 0.17 4.95 -3.64  -0.0250
C19 0.48 4.41 -2.39  -0.2845
C20 -0.60 4.21 -1.40  -0.2592
Sb2 -1.24 2.16 -1.03  1.3252
C21 -2.18 1.78 -2.93  -0.2534
C22 -2.92 2.84 0.14  -0.2292
H17 4.91 1.92 -0.96  0.0329
H18 4.76 0.18 -0.66  0.0074
H19 4.57 1.34 0.69  0.0269
H20 2.94 2.01 -3.37  0.0148
H21 1.46 1.04 -3.41  0.0204
H22 3.07 0.26 -3.18  0.0151
H23 3.25 3.88 -0.52  0.0800
H24 1.58 3.91 0.05  0.0511
H25 3.85 4.30 -2.76  0.1238
H26 3.26 5.23 -4.96  0.1213
H27 0.90 5.66 -5.52  0.1220
H28 -0.86 5.16 -3.88  0.1224
H29 -1.52 4.68 -1.74  0.0824
H30 -0.34 4.66 -0.43  0.0778
H31 -3.11 2.34 -2.98  0.0290
H32 -2.39 0.72 -3.08  -0.0103
H33 -1.52 2.14 -3.72  0.0151
H34 -3.68 3.21 -0.55  0.0371
H35 -2.58 3.68 0.76  0.0298
H36 -3.35 2.08 0.78  0.0000
C23 -2.34 -2.33 -2.09  -0.2280
As3 -2.06 -1.33 -0.41  1.0602
C24 -3.88 -0.63 -0.26  -0.2193
C25 -2.09 -2.74 1.02  -0.2846
C26 -3.43 -3.39 1.20  -0.3302
C27 -4.30 -2.97 2.19  -0.0538
C28 -5.49 -3.64 2.41  -0.0485
C29 -5.83 -4.72 1.62  -0.0474
C30 -4.97 -5.14 0.61  -0.0500
C31 -3.78 -4.48 0.39  -0.0614
H37 -3.09 -3.11 -1.94  0.0418
H38 -1.42 -2.77 -2.49  0.0085
H39 -2.74 -1.64 -2.84  0.0338
H40 -4.57 -1.45 -0.48  0.0636
H41 -4.07 0.19 -0.97  0.0342
H42 -4.09 -0.28 0.75  0.0385
H43 -1.80 -2.22 1.94  0.0619
H44 -1.34 -3.49 0.76  0.0584
H45 -4.03 -2.14 2.83  0.1010
H46 -6.15 -3.32 3.20  0.1169
H47 -6.75 -5.25 1.79  0.1186
H48 -5.23 -5.99 0.00  0.1170
H49 -3.08 -4.83 -0.36  0.1082
F1 -1.03 3.85 5.78  0.1913
C32 -1.10 3.01 4.78  -0.1020
C33 -2.16 2.08 4.71  -0.1094
F2 -3.08 2.06 5.65  0.1895
C34 -2.24 1.17 3.66  -0.1102
F3 -3.23 0.29 3.56  0.1375
C35 -1.27 1.17 2.65  -0.2915
O1 -1.29 0.37 1.59  -0.3845
C36 -0.24 2.11 2.75  -0.1089
F4 0.67 2.00 1.68  -0.1135
C37 -0.12 3.03 3.78  -0.1340
F5 0.89 3.87 3.80  0.1649

Entry 3:
8 unconnected molecules or ions with the total composition C37H49BF21N4O17, computed with wB97M-V/def2-TZVPD.

total charge	+1
frontier orbital gap	7.81	eV
relative energy (zero: lowest compared OMol25 entry of this formula, charge and spin)	0.00	kJ/mol
LUMO energy	-4.159	eV
DFT total energy	-137674.0918	eV

Each line ends with the Löwdin charge.
CARTESIAN COORDINATES (ANGSTROEM)
O1 0.05 -2.24 3.73  0.1947
B1 -1.01 -1.83 2.95  -0.7789
O2 -0.78 -1.30 1.69  0.1719
O3 -2.30 -2.00 3.41  0.1422
C1 -3.18 -2.57 2.45  -0.3153
C2 -3.99 -1.50 1.73  -0.0651
N1 -5.16 -2.06 1.00  0.0975
C3 -5.76 -3.14 1.61  -0.3079
N2 -7.09 -3.11 1.75  0.1685
C4 -7.65 -1.90 2.37  -0.2988
C5 -7.81 -1.95 3.74  -0.0045
C6 -8.30 -0.79 4.36  -0.0361
C7 -8.58 0.29 3.55  -0.0307
C8 -8.39 0.19 2.17  -0.1097
N3 -7.93 -0.89 1.56  0.1416
N4 -5.00 -4.15 2.09  0.1426
C9 -4.07 -3.58 3.14  -0.0436
H1 0.38 -1.50 4.26  0.1150
H2 -0.59 -0.35 1.72  0.0772
H3 -2.58 -3.09 1.70  0.1529
H4 -4.38 -0.81 2.48  0.1408
H5 -3.35 -0.99 1.02  0.1328
H6 -4.95 -2.27 0.03  0.1657
H7 -7.69 -3.87 1.46  0.1695
H8 -7.54 -2.82 4.30  0.1153
H9 -8.44 -0.76 5.42  0.1178
H10 -8.93 1.23 3.96  0.1138
H11 -8.62 1.05 1.55  0.1158
H12 -5.65 -4.76 2.59  0.1484
H13 -3.50 -4.35 3.64  0.1400
H14 -4.67 -3.04 3.87  0.1364
C10 -0.17 -5.75 0.40  -0.0499
C11 -1.58 -6.19 0.05  -0.1945
O4 -1.82 -7.55 0.48  0.0434
C12 -2.13 -7.72 1.75  -0.3996
O5 -2.24 -6.86 2.58  0.1525
C13 -2.40 -9.21 2.03  -0.5543
F1 -1.48 -9.98 1.47  0.1811
F2 -3.60 -9.55 1.53  0.1670
F3 -2.41 -9.44 3.34  0.1801
H15 0.56 -6.44 -0.02  0.0883
H16 0.01 -4.75 0.00  0.0845
H17 -0.02 -5.72 1.48  0.0802
H18 -1.72 -6.20 -1.02  0.1275
H19 -2.33 -5.53 0.49  0.1048
C14 4.29 3.04 2.85  -0.0485
C15 4.23 1.99 1.76  -0.1767
O6 2.87 1.56 1.53  0.0436
C16 2.14 2.34 0.74  -0.4103
O7 2.48 3.35 0.20  0.1801
C17 0.75 1.72 0.57  -0.5149
F4 0.24 1.29 1.76  0.1300
F5 0.79 0.67 -0.25  0.1834
F6 -0.12 2.59 0.07  0.1707
H20 3.82 2.68 3.76  0.0839
H21 5.33 3.29 3.07  0.0880
H22 3.78 3.95 2.55  0.0782
H23 4.77 1.10 2.07  0.1312
H24 4.68 2.34 0.84  0.0955
C18 4.35 1.48 -4.93  -0.0464
C19 4.88 2.87 -4.68  -0.1929
O8 5.34 3.01 -3.31  0.0479
C20 6.55 2.56 -3.05  -0.3919
O9 7.31 2.05 -3.82  0.1534
C21 6.90 2.83 -1.58  -0.5291
F7 5.88 2.51 -0.76  0.1389
F8 7.18 4.12 -1.39  0.1785
F9 7.96 2.12 -1.20  0.1805
H25 3.57 1.23 -4.21  0.0815
H26 3.94 1.41 -5.94  0.0822
H27 5.14 0.74 -4.83  0.0805
H28 4.09 3.60 -4.79  0.1100
H29 5.68 3.13 -5.37  0.1226
C22 -0.01 5.16 1.53  -0.0635
C23 -0.73 6.44 1.88  -0.1813
O10 -1.64 6.24 2.98  0.0346
C24 -1.10 6.28 4.19  -0.4043
O11 0.05 6.45 4.46  0.1755
C25 -2.20 6.09 5.25  -0.5506
F10 -3.04 5.10 4.91  0.1580
F11 -2.91 7.21 5.37  0.1729
F12 -1.67 5.80 6.43  0.1767
H30 -0.73 4.37 1.34  0.0696
H31 0.61 5.30 0.65  0.0853
H32 0.63 4.84 2.36  0.0819
H33 -1.35 6.77 1.05  0.1275
H34 -0.03 7.25 2.11  0.1284
C26 5.01 2.63 -11.68  -0.0578
C27 5.76 3.82 -11.11  -0.1876
O12 4.96 4.52 -10.13  0.0413
C28 4.95 4.01 -8.91  -0.4046
O13 5.53 3.04 -8.53  0.1662
C29 4.10 4.90 -7.99  -0.5372
F13 2.95 5.25 -8.55  0.1768
F14 4.76 6.01 -7.67  0.1765
F15 3.82 4.25 -6.85  0.1450
H35 4.05 2.95 -12.08  0.0846
H36 5.59 2.16 -12.47  0.0851
H37 4.81 1.89 -10.91  0.0778
H38 5.97 4.54 -11.89  0.1269
H39 6.71 3.52 -10.67  0.1263
C30 10.36 1.89 -3.52  -0.0617
C31 11.18 1.82 -4.78  -0.1867
O14 12.55 1.46 -4.50  0.0349
C32 12.79 0.17 -4.34  -0.4062
O15 12.00 -0.72 -4.40  0.1698
C33 14.30 -0.04 -4.09  -0.5509
F16 14.78 0.84 -3.22  0.1669
F17 14.98 0.10 -5.24  0.1670
F18 14.53 -1.26 -3.62  0.1738
H40 10.82 2.57 -2.80  0.0886
H41 9.34 2.23 -3.74  0.0486
H42 10.29 0.91 -3.04  0.0851
H43 11.23 2.79 -5.26  0.1253
H44 10.76 1.12 -5.50  0.1264
C34 -11.21 -5.79 7.09  -0.0559
C35 -11.82 -5.41 5.76  -0.1887
O16 -12.42 -4.10 5.82  0.0476
C36 -11.61 -3.07 5.67  -0.3991
O17 -10.43 -3.10 5.49  0.1455
C37 -12.42 -1.76 5.72  -0.5507
F19 -13.30 -1.76 6.71  0.1829
F20 -13.08 -1.59 4.56  0.1739
F21 -11.60 -0.72 5.88  0.1633
H45 -11.95 -5.71 7.89  0.0878
H46 -10.84 -6.81 7.06  0.0854
H47 -10.39 -5.13 7.35  0.0768
H48 -12.63 -6.09 5.51  0.1285
H49 -11.09 -5.45 4.96  0.1212

no.,highest occupied orbital energy (Eh)
1,-0.408
2,-0.566
3,-0.440